A structure of composition C3H2LiO2Rb at a distorted geometry, computed with the ωB97M-V functional and the def2-TZVPD basis.

```
9
Properties=species:S:1:pos:R:3:mulliken_spin:R:1
C 1.440 0.252 1.393 0.046
C 1.754 0.241 0.181 -0.031
H 2.028 0.039 2.285 0.003
H 2.426 -0.219 -0.536 0.004
O 0.125 -0.005 -1.342 0.107
C -1.017 0.455 -1.422 0.814
O -1.968 0.375 -0.622 0.039
Rb -1.090 -1.923 1.287 -0.010
Li -3.697 0.782 -1.225 0.029
```

The HOMO energy (spin up / spin down) is -10.6 / -12.5 eV. Its expectation value of S² is 0.7542. The multiplicity is 2. The total charge is +1.

The molecule C9H11N3O2 at a distorted geometry, computed with the ωB97M-V functional and the def2-TZVPD basis.

```
25
Properties=species:S:1:pos:R:3:nbo_charge:R:1
C 2.888 0.292 0.750 -0.067
C 2.172 1.427 0.394 -0.403
C 2.304 -0.964 0.678 -0.359
C 0.970 -0.999 0.391 0.447
C 0.830 1.426 0.104 0.504
C -2.301 0.375 0.636 0.785
C -1.228 -1.876 0.141 -0.222
C -1.205 -0.419 -0.231 -0.003
C -1.371 -0.012 -1.713 -0.626
N 0.182 -2.138 0.344 -0.582
N 0.170 0.034 0.154 -0.344
N 0.034 2.441 -0.131 -0.766
O -3.016 -0.241 1.421 -0.681
O -2.265 1.590 0.400 -0.769
H 3.751 0.543 1.282 0.225
H 2.752 2.298 0.255 0.228
H 2.712 -2.028 0.793 0.233
H -1.924 -2.131 0.942 0.259
H -1.486 -2.542 -0.793 0.188
H -1.858 -0.785 -2.266 0.223
H -0.378 0.131 -2.128 0.203
H -1.801 1.058 -1.753 0.257
H 0.558 -3.070 0.627 0.412
H 0.472 3.319 -0.287 0.399
H -0.960 2.272 -0.011 0.458
```

The HOMO energy is -8.5 eV. Its energy relative to the best compared isomer or geometry (same formula, charge and spin) is 0.00 kJ/mol. The multiplicity is 1.

The ion C8H10N2O2 with charge -2 at a distorted geometry, computed with the ωB97M-V functional and the def2-TZVPD basis.

```
22
Properties=species:S:1:pos:R:3:nbo_charge:R:1
C -1.346 0.805 1.283 0.151
C -0.216 0.227 -0.442 -0.020
C 0.064 0.179 0.867 -0.150
C -1.617 0.709 -0.216 -0.073
C 0.274 -1.306 -2.647 -0.629
C 1.302 0.257 3.033 -0.603
C 0.560 -0.091 -1.711 -0.443
C 1.297 -0.275 1.560 -0.414
N -1.789 1.131 2.361 -0.781
N -2.583 0.781 -1.130 0.400
O -3.648 1.382 -0.817 -0.641
O -2.348 0.361 -2.328 -0.705
H -0.898 -1.138 -2.895 0.279
H 0.539 -2.352 -2.218 0.162
H 0.877 -1.190 -3.472 0.165
H 1.922 -0.398 3.668 0.152
H 0.323 0.369 3.288 0.258
H 1.861 1.208 2.928 0.174
H 0.250 0.727 -2.361 0.220
H 1.579 -0.098 -1.398 0.173
H 1.320 -1.334 1.592 0.174
H 2.276 0.044 1.054 0.147
```

The HOMO energy is 1.8 eV. Its energy relative to the best compared isomer or geometry (same formula, charge and spin) is 56.88 kJ/mol. The multiplicity is 1. The total charge is -2.

A cluster of 17 separate species, C4H32BO24 in total at a distorted geometry, computed with the ωB97M-V functional and the def2-TZVPD basis.

```
61
Properties=species:S:1:pos:R:3:nbo_charge:R:1
O -9.867 3.281 8.408 -0.570
C -9.073 2.800 7.627 0.728
O -7.758 3.075 7.318 -0.662
B -7.230 2.075 6.452 1.179
O -8.332 1.246 6.040 -0.661
C -9.434 1.519 6.775 0.707
O -10.542 0.914 6.678 -0.594
O -6.218 1.400 7.294 -0.641
C -4.992 1.512 6.714 0.715
O -3.965 1.063 7.145 -0.618
C -5.196 2.230 5.408 0.685
O -6.532 2.581 5.270 -0.647
O -4.374 2.457 4.526 -0.579
O -3.645 5.801 3.744 -0.957
H -3.409 5.136 4.390 0.484
H -3.216 5.514 2.937 0.484
O -12.113 2.594 10.364 -0.944
H -12.798 3.252 10.243 0.458
H -11.649 2.575 9.527 0.485
O -8.913 5.756 8.740 -0.964
H -9.388 4.945 8.922 0.488
H -9.067 5.921 7.810 0.459
O -5.341 5.670 7.458 -0.951
H -5.202 5.596 8.402 0.470
H -6.242 5.377 7.324 0.482
O -6.156 4.557 2.773 -0.975
H -6.023 5.164 2.045 0.478
H -5.450 4.760 3.387 0.509
O -9.351 0.059 3.275 -0.932
H -9.997 0.515 3.815 0.474
H -8.722 0.737 3.029 0.459
O -8.931 3.932 3.323 -0.961
H -7.998 4.130 3.401 0.497
H -8.963 3.123 2.812 0.456
O -11.912 -0.886 7.978 -0.962
H -11.379 -0.315 7.423 0.485
H -11.344 -1.632 8.169 0.460
O -4.688 -2.090 6.730 -0.982
H -4.362 -1.360 6.204 0.494
H -3.905 -2.592 6.955 0.479
O -7.743 -1.811 6.699 -0.961
H -6.789 -1.876 6.736 0.487
H -7.913 -0.898 6.464 0.468
O -4.618 0.623 10.148 -0.947
H -5.006 -0.251 10.103 0.471
H -4.706 0.971 9.261 0.473
O -4.803 2.551 1.265 -0.970
H -5.452 3.153 1.628 0.486
H -4.814 1.800 1.858 0.470
O -1.795 -0.930 7.562 -0.956
H -1.197 -0.382 7.053 0.463
H -2.530 -0.353 7.772 0.494
O -3.229 -0.402 4.987 -0.951
H -2.814 0.418 5.257 0.487
H -2.506 -1.026 4.920 0.478
O -1.901 2.587 8.034 -0.949
H -2.822 2.378 7.881 0.477
H -1.919 3.315 8.655 0.466
O -1.798 3.794 3.198 -0.963
H -1.103 3.182 2.955 0.473
H -2.583 3.250 3.265 0.491
```

The HOMO energy is -8.3 eV. Its energy relative to the best compared isomer or geometry (same formula, charge and spin) is 169.11 kJ/mol. The multiplicity is 1. The total charge is -1.

The molecule C3H4N2 at a distorted geometry, computed with the ωB97M-V functional and the def2-TZVPD basis.

```
9
Properties=species:S:1:pos:R:3:nbo_charge:R:1
N 2.725 0.004 -0.331 -0.293
C 1.608 -0.057 -0.026 0.265
C 0.310 -0.181 0.403 -0.218
C -0.813 0.618 -0.212 -0.215
N -0.586 -0.748 -0.547 -0.546
H 0.149 -0.480 1.453 0.234
H -0.530 1.241 -1.011 0.206
H -1.599 0.971 0.426 0.204
H -1.265 -1.368 -0.154 0.363
```

The HOMO energy is -10.5 eV. Its energy relative to the best compared isomer or geometry (same formula, charge and spin) is 172.00 kJ/mol. The multiplicity is 1.

The molecule C2H3NO2 at a distorted geometry, computed with the ωB97M-V functional and the def2-TZVPD basis.

```
8
Properties=species:S:1:pos:R:3:nbo_charge:R:1
N 0.267 0.005 -1.255 -0.828
C 0.534 -0.133 0.072 0.540
O 1.585 -0.485 0.590 -0.538
C -0.667 -0.208 1.121 0.350
O -0.436 -0.130 2.318 -0.438
H 0.906 0.289 -2.057 0.423
H -0.556 0.759 -1.428 0.380
H -1.632 -0.098 0.639 0.112
```

The HOMO energy is -9.9 eV. Its energy relative to the best compared isomer or geometry (same formula, charge and spin) is 143.00 kJ/mol. The multiplicity is 1.

| no. | DFT total energy (eV) |
| --- | --- |
| 1 | -8089.8401 |
| 2 | -18075.7372 |
| 3 | -15524.9788 |
| 4 | -54493.0478 |
| 5 | -6154.1181 |
| 6 | -7706.3608 |